Model 1:
This record from the Open Molecules 2025 dataset describes a cluster of 7 separate species, C28H56O7 in total. The level of theory is wB97M-V/def2-TZVPD.

Structure (XYZ):
```
91
Properties=species:S:1:pos:R:3:lowdin_charge:R:1
C 6.75268 -1.97677 -2.67078 -0.1630
C 7.18714 -2.96279 -3.77957 -0.1521
C 6.93612 -2.07242 -5.06334 -0.1835
O 5.82278 -1.26271 -4.71594 -0.1402
C 5.55057 -1.28558 -3.33588 -0.2264
H 7.53159 -1.21921 -2.58412 0.1077
H 6.58053 -2.43522 -1.69698 0.1091
H 6.57845 -3.86695 -3.78962 0.1017
H 8.19650 -3.36200 -3.68003 0.1012
H 6.79035 -2.66287 -5.96789 0.1117
H 7.77252 -1.39877 -5.24971 0.1097
H 4.62643 -1.83225 -3.14826 0.1105
H 5.35965 -0.30172 -2.90733 0.1136
C -0.21838 0.24111 1.80534 -0.1773
C -1.07539 -0.10106 0.58645 -0.1948
C -2.40130 0.01230 1.23390 -0.2013
O -2.24344 1.07682 2.22459 -0.1537
C -0.90506 1.46511 2.42608 -0.2005
H 0.78937 0.54270 1.51969 0.1081
H -0.24199 -0.65119 2.43091 0.1167
H -0.85081 -1.10514 0.22663 0.1163
H -0.94903 0.61145 -0.22870 0.1161
H -2.62145 -0.88818 1.80728 0.1172
H -3.13552 0.10426 0.43354 0.1178
H -0.67366 1.57783 3.48525 0.1191
H -0.75201 2.38645 1.86411 0.1163
C -7.65998 -5.08680 -4.93936 -0.1506
C -7.65468 -3.56357 -4.89659 -0.1891
C -9.06397 -3.10651 -5.07992 -0.1761
O -9.87102 -4.28456 -4.73926 -0.1465
C -9.16951 -5.47470 -4.93156 -0.2089
H -7.04396 -5.56930 -4.18052 0.1016
H -7.11489 -5.42677 -5.81993 0.0985
H -7.01484 -3.18689 -5.69459 0.1092
H -7.28599 -3.16070 -3.95326 0.1094
H -9.30311 -2.71374 -6.06817 0.1129
H -9.24074 -2.27252 -4.40071 0.1132
H -9.54036 -5.91295 -5.85812 0.1129
H -9.37997 -6.12581 -4.08311 0.1133
C 6.52068 5.69865 4.97397 -0.1348
C 6.90624 5.79405 3.45145 -0.1562
C 6.09151 4.70295 2.74424 -0.2038
O 5.50623 3.91528 3.78636 -0.1729
C 5.33089 4.69370 5.00495 -0.1729
H 6.07709 6.65267 5.25889 0.0985
H 7.37693 5.36133 5.55806 0.1037
H 7.96512 5.75175 3.19632 0.0990
H 6.64342 6.74206 2.98207 0.0961
H 6.63510 3.99289 2.12102 0.1149
H 5.27509 5.11066 2.14813 0.1082
H 5.30648 4.05370 5.88694 0.1133
H 4.38799 5.23869 4.95999 0.1069
C 1.21746 6.02083 -3.21346 -0.1662
C -0.18891 6.22597 -3.71747 -0.1728
C 0.05770 6.47913 -5.23163 -0.1883
O 1.44436 6.26101 -5.52668 -0.1280
C 2.08540 6.65084 -4.35591 -0.2284
H 1.51496 4.99190 -3.01119 0.1099
H 1.32660 6.64391 -2.32579 0.1026
H -0.74452 7.02545 -3.22735 0.1062
H -0.78706 5.33787 -3.51350 0.1021
H -0.18972 7.49615 -5.53590 0.1141
H -0.59312 5.78828 -5.76761 0.1138
H 2.10232 7.73174 -4.21637 0.1150
H 3.11173 6.28386 -4.36351 0.1199
C -5.15274 2.39394 9.60219 -0.1674
C -5.15180 3.16713 10.92910 -0.1679
C -4.29348 2.36195 11.90170 -0.2058
O -3.35578 1.80559 11.00354 -0.1363
C -3.92462 1.51700 9.72689 -0.2107
H -4.96033 3.03374 8.74095 0.1055
H -6.08591 1.85062 9.45356 0.1071
H -6.17192 3.26412 11.30064 0.1065
H -4.62840 4.11619 10.81314 0.1110
H -4.88418 1.62177 12.44143 0.1146
H -3.78053 3.01810 12.60487 0.1197
H -4.25604 0.49022 9.57200 0.1084
H -3.23126 1.65658 8.89751 0.1155
C -0.12655 -7.87109 -2.45049 -0.1693
C 0.98350 -7.00492 -2.97079 -0.1800
C 1.90089 -7.99709 -3.63406 -0.2773
O 1.18014 -9.11621 -3.93761 -0.1117
C -0.19552 -8.94515 -3.53273 -0.1803
H -1.07936 -7.34172 -2.45422 0.1102
H 0.01943 -8.34147 -1.47810 0.1170
H 1.56670 -6.50492 -2.19750 0.1143
H 0.63944 -6.34292 -3.76544 0.1171
H 2.81919 -8.09169 -3.05450 0.1178
H 2.19291 -7.53481 -4.57699 0.1144
H -0.64198 -9.87800 -3.18838 0.1140
H -0.82578 -8.72029 -4.39315 0.1138
```

Summary:
SMILES string = C1CCOC1.C1CCOC1.C1CCOC1.C1CCOC1.C1CCOC1.C1CCOC1.C1CCOC1
HOMO-LUMO gap = 0.3655 hartree
LUMO = 0.43 eV
HOMO level = -9.517 eV
2S+1 = 1

---

Model 2:
This record from the Open Molecules 2025 dataset describes a cluster of 7 separate species, C28H56O7 in total. The level of theory is wB97M-V/def2-TZVPD.

Structure (XYZ):
```
91
Properties=species:S:1:pos:R:3:lowdin_charge:R:1
C 2.05052 1.58137 -5.37748 -0.1211
C 3.51152 1.11437 -5.14848 -0.0838
C 3.38652 0.39137 -3.74548 -0.1322
O 2.40452 1.18937 -3.05248 -0.1446
C 1.43352 1.47937 -3.97848 -0.2612
H 1.53752 1.13237 -6.02348 0.0282
H 1.94852 2.57237 -5.73448 0.1039
H 4.33152 1.89737 -4.98848 0.1426
H 3.88152 0.61937 -5.80048 -0.0117
H 4.42252 0.44737 -2.94048 0.2074
H 2.96152 -0.46563 -3.89048 0.0431
H 0.73352 2.21937 -3.72448 0.0940
H 0.60952 0.72237 -4.31048 0.1422
C -3.77048 1.75737 -2.08548 -0.1968
C -4.30848 0.45037 -2.31848 -0.2530
C -4.77348 0.60437 -3.73748 -0.2195
O -3.75748 1.38137 -4.38448 -0.1413
C -3.13748 2.27637 -3.41248 -0.1467
H -3.08548 1.61937 -1.24948 0.0939
H -4.76048 2.45337 -1.84548 0.1767
H -5.10148 0.07637 -1.63048 0.1393
H -3.80648 -0.41963 -2.47648 0.0720
H -5.79748 0.97337 -3.73048 0.1187
H -4.65548 -0.36363 -4.21048 0.1200
H -3.14348 3.33937 -3.70548 0.1181
H -2.05448 1.89837 -3.25448 0.1193
C -4.33048 0.45237 4.75352 -0.2175
C -5.35748 0.68937 3.74452 -0.1436
C -4.49948 0.61337 2.39452 -0.0852
O -3.35548 -0.22463 2.84652 -0.1598
C -3.05148 0.27837 4.10652 -0.2713
H -4.60448 -0.22563 5.55052 0.1182
H -4.09548 1.25137 5.47652 0.1275
H -5.92448 1.60837 3.76152 0.1091
H -6.20048 0.08537 3.65352 0.0862
H -4.09948 1.59437 2.22752 0.1139
H -5.21048 0.26237 1.77352 0.0774
H -2.32348 1.10837 3.93252 0.1307
H -2.46648 -0.45963 4.66252 0.1317
C 4.63752 3.08337 3.93752 -0.2001
C 3.66552 2.08937 3.36352 -0.1736
C 4.63152 1.11637 2.62352 -0.1394
O 5.98552 1.68337 2.81652 -0.1530
C 5.92452 2.97937 3.20252 -0.3022
H 4.89052 2.84037 5.15852 0.1793
H 4.22152 4.05137 3.93652 0.0826
H 2.86152 2.45937 2.75252 0.0819
H 3.10352 1.47837 4.13552 0.1251
H 4.29652 1.07337 1.62652 0.0757
H 4.65352 0.04637 3.11952 0.1481
H 5.99452 3.56337 2.27252 0.1194
H 6.84152 3.23337 3.89752 0.1547
C -1.58548 -3.16963 0.19452 -0.1574
C -2.14548 -4.17963 -0.75048 -0.1950
C -3.66148 -4.22263 -0.65148 -0.1551
O -3.79348 -3.35263 0.49952 -0.1445
C -2.83848 -2.39863 0.55052 -0.2709
H -0.95048 -2.43363 -0.22848 0.0625
H -1.14948 -3.64963 1.14352 0.1544
H -1.83548 -5.19763 -0.46848 0.1093
H -1.84648 -4.07063 -1.83648 0.1273
H -4.30648 -5.08263 -0.37848 0.1356
H -3.89048 -3.77663 -1.61348 0.1003
H -2.88948 -2.14663 1.50652 0.0626
H -3.16648 -1.53063 -0.15048 0.1512
C 0.01652 0.91937 -0.58548 -0.1090
C -0.62348 0.21637 0.58752 -0.1283
C 0.25152 0.54837 1.86752 -0.1681
O 0.80952 1.76237 1.51352 -0.1553
C 1.15452 1.73537 0.14052 -0.1656
H -0.59248 1.59037 -0.98348 0.0373
H 0.43552 0.29137 -1.40148 0.1142
H -0.53948 -0.85363 0.55652 0.0556
H -1.73348 0.23037 0.82352 0.1095
H 1.07652 -0.10863 1.84952 0.0719
H -0.22848 0.58037 2.84352 0.1177
H 2.17952 1.45637 -0.03848 0.0994
H 1.17052 2.75537 -0.17048 0.1101
C 2.55352 -2.17763 -0.59148 -0.1854
C 2.81252 -2.24763 0.89852 -0.1300
C 4.26952 -2.83263 0.96352 -0.1411
O 4.22052 -3.81163 -0.12248 -0.1258
C 3.59752 -3.02463 -1.18548 -0.1851
H 2.58552 -1.14363 -0.70048 0.0756
H 1.56052 -2.52263 -0.87048 0.1101
H 2.15552 -3.00563 1.22952 0.0951
H 2.70452 -1.22663 1.39452 0.1079
H 4.45952 -3.25263 1.88852 0.0988
H 4.94652 -2.14063 0.74052 0.0703
H 3.13452 -3.70263 -1.79448 0.0930
H 4.43352 -2.50363 -1.63948 0.1231
```

Summary:
SMILES string = C1CCOC1.C1CCOC1.C1CCOC1.C1CCOC1.C1CCOC1.C1CCOC1.C1CCOC1
HOMO-LUMO gap = 0.3676 hartree
LUMO = 0.60 eV
HOMO level = -9.403 eV
2S+1 = 1

---

Q: What are the energies relative to the best structure? A: model 1 0.0; model 2 183.6, in kcal/mol.

---

Model 1:
This record from the Open Molecules 2025 dataset describes the molecule CH5O2P. The level of theory is wB97M-V/def2-TZVPD.

Structure (XYZ):
```
9
Properties=species:S:1:pos:R:3:lowdin_charge:R:1
C -1.07986 -0.09192 0.43479 -0.4250
P -0.00965 1.21904 -0.27813 0.9272
O 1.51288 0.12797 -0.87278 -0.4860
O 2.47389 -0.17064 0.08016 -0.1421
H -2.05427 0.32780 0.43523 -0.0062
H -0.87652 -0.43174 1.44845 0.0218
H -1.47479 -1.04092 -0.07838 0.0708
H -0.60778 1.06397 -1.60683 -0.0458
H 2.11609 -1.00357 0.43750 0.0852
```

Summary:
SMILES string = CPOO
HOMO-LUMO gap = 0.3701 hartree
LUMO = 0.58 eV
HOMO level = -9.492 eV
2S+1 = 1

---

Model 2:
This record from the Open Molecules 2025 dataset describes the molecule CH5O2P. The level of theory is wB97M-V/def2-TZVPD.

Structure (XYZ):
```
9
Properties=species:S:1:pos:R:3:lowdin_charge:R:1
O -0.03668 -1.40752 0.84894 -0.1880
C -0.11679 0.07534 1.06683 -0.3971
P -0.56980 0.95145 -0.58401 0.7619
O 0.47438 0.34846 -1.64510 -0.4296
H 0.53604 -1.71381 0.15285 0.0450
H 0.98168 0.58009 1.31412 0.1174
H -0.92548 0.09680 1.81019 0.0682
H -1.58129 0.11309 -1.26074 -0.0267
H 1.23794 0.95609 -1.70308 0.0490
```

Summary:
SMILES string = OCPO
HOMO-LUMO gap = 0.3425 hartree
LUMO = 0.60 eV
HOMO level = -8.721 eV
2S+1 = 1

---

Q: What are the energies relative to the best structure? A: model 1 62.2; model 2 0.0, in kcal/mol.